[1]
A structure of composition C3H3Br3 in a non-equilibrium geometry. Source: the OMol25 dataset; level of theory: ωB97M-V with the def2-TZVPD basis set.

```
9
Properties=species:S:1:pos:R:3:nbo_charge:R:1
C -0.854 0.072 -0.073 -0.4240
C -1.110 -0.435 1.084 -0.2504
C 1.932 1.079 -0.683 -0.2036
Br -2.157 -2.062 1.289 0.0017
Br 2.144 1.157 -2.523 0.1420
Br 2.550 -0.716 -0.017 0.0519
H -1.356 -0.337 -1.049 0.2383
H -0.746 -0.036 1.976 0.2100
H -0.403 1.278 -0.005 0.2341
```

Values from the calculation:
2S+1 = 3
frontier orbital gap (alpha / beta) = 8.970 / 6.888 eV
energy relative to the best compared isomer or geometry (same formula, charge and spin) = 19.95 kcal per mole
LUMO level (alpha / beta) = 0.262 / -2.830 eV
total energy = -213280.9212 eV


[2]
A structure of composition C3H3Br9 in a non-equilibrium geometry. Source: the OMol25 dataset; level of theory: ωB97M-V with the def2-TZVPD basis set.

```
15
Properties=species:S:1:pos:R:3:nbo_charge:R:1
C -2.828 0.148 -0.583 -0.4748
Br -4.507 -0.973 -0.599 0.0635
Br -3.360 2.039 -1.052 0.0555
Br -1.608 -0.735 -1.857 0.1244
H -2.561 0.255 0.469 0.2167
C -0.204 1.130 0.049 -0.4673
Br 0.631 -0.677 -0.210 0.1074
Br 1.155 2.466 -0.052 0.1600
Br -1.258 1.280 1.762 0.0723
H -0.974 1.246 -0.714 0.2151
C 3.009 -1.273 0.507 -0.3615
Br 2.647 -0.960 2.466 0.0659
Br 4.245 -2.852 0.198 0.0535
Br 3.584 0.353 -0.445 0.0847
H 2.030 -1.448 0.061 0.0846
```

Values from the calculation:
frontier orbital gap = 8.261 eV
energy relative to the best compared isomer or geometry (same formula, charge and spin) = 102.80 kcal per mole
LUMO level = -0.956 eV
total energy = -633536.5713 eV


[3]
A structure of composition C3H3Br9 in a non-equilibrium geometry. Source: the OMol25 dataset; level of theory: ωB97M-V with the def2-TZVPD basis set.

```
15
Properties=species:S:1:pos:R:3:nbo_charge:R:1
C -20.008 -17.624 15.483 -0.4727
Br -18.192 -16.875 15.462 0.0843
Br -21.370 -16.321 15.130 0.1069
Br -20.299 -18.563 17.184 0.0642
H -20.050 -18.339 14.673 0.2250
C -21.088 -18.686 20.785 -0.4621
Br -20.062 -20.224 21.508 0.0657
Br -20.452 -17.092 21.761 0.0750
Br -22.968 -18.963 21.018 0.1029
H -20.946 -18.567 19.720 0.2151
C -21.744 -15.263 11.520 -0.4625
Br -22.355 -16.958 10.834 0.0941
Br -23.296 -14.254 12.181 0.0698
Br -20.700 -14.254 10.137 0.0724
H -21.157 -15.457 12.407 0.2218
```

Values from the calculation:
frontier orbital gap = 9.752 eV
energy relative to the best compared isomer or geometry (same formula, charge and spin) = 9.67 kcal per mole
LUMO level = -0.557 eV
total energy = -633540.6099 eV


[4]
A structure of composition C3H3BrCl2S in a non-equilibrium geometry. Source: the OMol25 dataset; level of theory: ωB97M-V with the def2-TZVPD basis set.

```
10
Properties=species:S:1:pos:R:3:nbo_charge:R:1
C -1.680 0.115 -0.604 -0.0377
C -1.207 -0.883 -1.266 -0.3150
C 1.652 0.571 1.226 -0.8067
S 0.795 1.829 0.172 0.0405
Cl -3.093 0.681 -0.113 0.1780
Cl -2.077 -2.360 -1.464 0.0321
Br 0.528 -1.068 -1.831 0.1495
H 1.218 -0.413 0.990 0.2397
H 1.184 0.887 2.167 0.2552
H 2.680 0.641 0.722 0.2643
```

Values from the calculation:
frontier orbital gap (alpha / beta) = 7.662 / 7.017 eV
energy relative to the best compared isomer or geometry (same formula, charge and spin) = 84.96 kcal per mole
LUMO level (alpha / beta) = -1.392 / -1.659 eV
total energy = -109077.1989 eV


[5]
A cluster of 2 separate species, C3H3BrCl3NO3 in total in a non-equilibrium geometry. Source: the OMol25 dataset; level of theory: ωB97M-V with the def2-TZVPD basis set.

```
14
Properties=species:S:1:pos:R:3:nbo_charge:R:1
O 2.385 1.201 -0.425 -0.4508
N 2.044 0.098 -0.075 0.3661
O 2.708 -0.915 -0.598 -0.5235
C 1.066 -0.305 0.646 -0.2710
Br 0.897 -2.100 0.921 0.1308
H 3.350 -0.498 -1.274 0.5074
H 0.586 0.355 1.508 0.2785
O -0.544 0.806 -1.453 -0.4717
C -1.022 0.073 -0.685 0.4060
C -2.296 0.526 0.266 -0.2202
Cl -3.089 -0.998 0.787 0.0050
Cl -1.806 1.436 1.722 0.0330
Cl -3.468 1.388 -0.748 0.0499
H -0.812 -1.068 -0.593 0.1607
```

Values from the calculation:
frontier orbital gap = 9.194 eV
energy relative to the best compared isomer or geometry (same formula, charge and spin) = 36.32 kcal per mole
LUMO level = -0.119 eV
total energy = -118396.4274 eV


[6]
The molecule C3H3BrClF in a non-equilibrium geometry. Source: the OMol25 dataset; level of theory: ωB97M-V with the def2-TZVPD basis set.

```
9
Properties=species:S:1:pos:R:3:nbo_charge:R:1
F -0.204 1.574 1.457 -0.3254
C 0.210 0.426 0.938 0.2053
C 0.201 0.053 -0.537 -0.4707
C 1.477 0.649 -0.087 -0.1979
Cl 2.091 2.251 -0.456 0.0545
Br 2.779 -0.711 0.195 0.0510
H 0.319 -0.237 1.791 0.1925
H 0.171 -0.974 -0.613 0.2462
H -0.394 0.633 -1.175 0.2444
```

Values from the calculation:
frontier orbital gap = 10.158 eV
energy relative to the best compared isomer or geometry (same formula, charge and spin) = 2.93 kcal per mole
LUMO level = 0.717 eV
total energy = -88440.0753 eV


[7]
A structure of composition C3H3BrClI in a non-equilibrium geometry. Source: the OMol25 dataset; level of theory: ωB97M-V with the def2-TZVPD basis set.

```
9
Properties=species:S:1:pos:R:3:nbo_charge:R:1
C -0.362 0.258 -0.743 -0.0072
C 2.305 0.181 0.922 -0.3448
C -1.612 -0.111 -0.197 -0.8633
Cl 0.809 1.259 0.410 0.1731
Br 3.753 0.788 -0.029 0.1163
I 1.226 -1.666 -0.271 0.1477
H -1.808 -0.405 0.818 0.2359
H -1.962 -1.010 -0.700 0.2711
H -2.349 0.706 -0.210 0.2711
```

Values from the calculation:
frontier orbital gap (alpha / beta) = 6.751 / 6.753 eV
energy relative to the best compared isomer or geometry (same formula, charge and spin) = 154.06 kcal per mole
LUMO level (alpha / beta) = -1.380 / -1.378 eV
total energy = -93817.3135 eV


[8]
The molecule C3H3BrN2O in a non-equilibrium geometry. Source: the OMol25 dataset; level of theory: ωB97M-V with the def2-TZVPD basis set.

```
10
Properties=species:S:1:pos:R:3:nbo_charge:R:1
C -0.546 -0.509 -1.517 0.3211
C -0.023 -0.434 0.642 0.3996
C 0.129 1.407 -0.523 -0.0100
N -0.322 -1.140 -0.385 -0.5229
N 0.649 -0.701 1.733 -0.7736
O -0.379 0.804 -1.584 -0.4463
Br -0.595 3.118 -0.229 0.0403
H -0.843 -1.018 -2.413 0.1938
H 0.649 -0.035 2.486 0.4099
H 1.281 -1.493 1.790 0.3880
```

Values from the calculation:
frontier orbital gap (alpha / beta) = 7.906 / 7.905 eV
energy relative to the best compared isomer or geometry (same formula, charge and spin) = 95.55 kcal per mole
LUMO level (alpha / beta) = 0.377 / 0.377 eV
total energy = -78225.5525 eV


[9]
The molecule C3H3BrO in a non-equilibrium geometry. Source: the OMol25 dataset; level of theory: ωB97M-V with the def2-TZVPD basis set.

```
8
Properties=species:S:1:pos:R:3:nbo_charge:R:1
O -1.733 -1.098 0.067 -0.4996
C -1.420 0.067 -0.047 0.3913
C -0.021 0.438 0.084 -0.3570
C 1.051 -0.373 -0.107 -0.2100
Br 2.785 0.213 0.017 0.0947
H -2.060 0.857 -0.172 0.1234
H 0.234 1.366 0.491 0.2142
H 1.163 -1.470 -0.334 0.2430
```

Values from the calculation:
frontier orbital gap = 9.443 eV
energy relative to the best compared isomer or geometry (same formula, charge and spin) = 15.11 kcal per mole
LUMO level = -0.282 eV
total energy = -75247.8750 eV


[10]
The molecule C3H3BrO2 in a non-equilibrium geometry. Source: the OMol25 dataset; level of theory: ωB97M-V with the def2-TZVPD basis set.

```
9
Properties=species:S:1:pos:R:3:nbo_charge:R:1
C -1.124 0.418 0.115 -0.7426
C 0.148 -0.249 0.554 0.4832
O 0.377 -0.909 1.497 -0.4250
C 1.166 -0.206 -0.587 0.4469
O 1.444 0.561 -1.465 -0.4484
Br 2.483 -1.613 -0.063 -0.0756
H -1.131 1.490 0.173 0.2614
H -1.982 0.251 0.739 0.2482
H -1.380 0.257 -0.963 0.2519
```

Values from the calculation:
frontier orbital gap = 8.916 eV
energy relative to the best compared isomer or geometry (same formula, charge and spin) = 5.89 kcal per mole
LUMO level = -1.075 eV
total energy = -77296.0087 eV


[11]
A cluster of 2 separate species, C3H3BrO2 in total in a non-equilibrium geometry. Source: the OMol25 dataset; level of theory: ωB97M-V with the def2-TZVPD basis set.

```
9
Properties=species:S:1:pos:R:3:nbo_charge:R:1
C -0.491 -1.859 -1.819 0.3389
C 0.451 1.710 1.551 -0.2826
C 0.019 1.366 0.161 0.3016
O -1.350 -2.513 -2.237 -0.4583
O -0.713 1.118 1.140 -0.4086
Br 1.024 -2.605 -0.986 -0.0642
H -0.190 -0.783 -1.765 0.1767
H 1.033 0.886 1.977 0.1947
H 0.216 2.680 1.978 0.2016
```

Values from the calculation:
frontier orbital gap = 10.629 eV
energy relative to the best compared isomer or geometry (same formula, charge and spin) = 90.21 kcal per mole
LUMO level = 0.392 eV
total energy = -77292.3520 eV


[12]
A structure of composition C3H3CdO2 in a non-equilibrium geometry. Source: the OMol25 dataset; level of theory: ωB97M-V with the def2-TZVPD basis set.

```
9
Properties=species:S:1:pos:R:3:nbo_charge:R:1
C 1.763 1.096 0.379 0.4752
C 1.781 -0.202 0.161 -0.5180
H 1.721 1.766 1.238 0.3053
H 1.724 -0.920 0.993 0.3900
H 1.879 -0.625 -0.845 0.3466
O -1.360 1.358 0.072 -0.3844
C -1.803 0.350 -0.240 1.1092
Cd -3.325 -2.210 -1.183 0.9904
O -2.379 -0.614 -0.576 -0.7143
```

Values from the calculation:
2S+1 = 2
frontier orbital gap (alpha / beta) = 4.000 / 9.143 eV
energy relative to the best compared isomer or geometry (same formula, charge and spin) = 0.00 kcal per mole
LUMO level (alpha / beta) = -12.492 / -12.493 eV
total charge = +2
total energy = -11794.6886 eV


[13]
A structure of composition C3H3CeO2 in a non-equilibrium geometry. Source: the OMol25 dataset; level of theory: ωB97M-V with the def2-TZVPD basis set.

```
9
Properties=species:S:1:pos:R:3:lowdin_charge:R:1
C 0.551 0.525 0.415 -0.0347
C -0.305 1.548 0.461 0.1544
H -0.072 2.451 1.026 0.1076
H 1.467 0.509 1.008 0.1359
H -1.296 1.466 0.012 0.0988
O -0.788 -0.766 -1.071 -0.1064
C 0.250 -0.712 -0.333 -0.6067
O 0.887 -1.793 -0.130 -0.0880
Ce -0.693 -3.227 -1.388 2.3393
```

Values from the calculation:
2S+1 = 2
frontier orbital gap (alpha / beta) = 5.643 / 6.147 eV
energy relative to the best compared isomer or geometry (same formula, charge and spin) = 0.00 kcal per mole
LUMO level (alpha / beta) = -11.963 / -11.466 eV
total charge = +2
total energy = -20163.8945 eV


[14]
A structure of composition C3H3CeO3 in a non-equilibrium geometry. Source: the OMol25 dataset; level of theory: ωB97M-V with the def2-TZVPD basis set.

```
10
Properties=species:S:1:pos:R:3:nbo_charge:R:1
O 0.114 0.699 -0.812 -0.4057
Ce -4.601 0.251 -0.366 2.5284
O -2.068 0.308 -0.550 -0.8585
C -0.972 -0.270 -0.531 1.0095
O -0.613 -1.331 -0.081 -0.4670
C 1.178 0.741 -0.078 0.3764
H 1.859 -1.345 -0.028 0.2893
H 1.403 1.734 0.320 0.2755
C 1.676 -0.438 0.549 -0.0274
H 2.025 -0.349 1.578 0.2795
```

Values from the calculation:
2S+1 = 3
frontier orbital gap (alpha / beta) = 2.987 / 8.793 eV
energy relative to the best compared isomer or geometry (same formula, charge and spin) = 5.42 kcal per mole
LUMO level (alpha / beta) = -17.402 / -14.261 eV
total charge = +3
total energy = -22192.7381 eV


[15]
A cluster of 2 separate species, C3H3Cl2NS in total in a non-equilibrium geometry. Source: the OMol25 dataset; level of theory: ωB97M-V with the def2-TZVPD basis set.

```
10
Properties=species:S:1:pos:R:3:nbo_charge:R:1
S -2.770 -0.910 0.949 0.0349
C -1.684 -0.277 -0.303 -0.0546
N -1.151 0.868 -0.312 -0.4327
Cl -1.224 1.844 1.055 0.1168
H -3.047 -2.022 0.369 0.1209
H -1.429 -0.815 -1.163 0.2149
C 2.829 0.912 -0.631 -0.2254
C 2.847 0.066 0.244 -0.1428
Cl 2.817 -1.232 1.190 0.1419
H 2.811 1.567 -1.398 0.2261
```

Values from the calculation:
frontier orbital gap = 10.147 eV
energy relative to the best compared isomer or geometry (same formula, charge and spin) = 75.82 kcal per mole
LUMO level = 0.509 eV
total energy = -40525.7281 eV


[16]
The molecule C3H3Cl2NS in a non-equilibrium geometry. Source: the OMol25 dataset; level of theory: ωB97M-V with the def2-TZVPD basis set.

```
10
Properties=species:S:1:pos:R:3:nbo_charge:R:1
C 0.672 0.007 0.083 0.0000
C 0.726 1.457 -0.121 -0.5762
C -1.343 -1.332 -0.473 0.1732
N -0.215 -0.792 -0.541 -0.4414
S 2.121 2.151 -0.529 0.4054
Cl 0.518 -0.085 2.036 -0.2365
Cl -2.374 -1.396 0.984 -0.0386
H 1.782 -0.460 0.004 0.2431
H -0.105 2.188 -0.050 0.2609
H -1.784 -1.739 -1.393 0.2100
```

Values from the calculation:
2S+1 = 3
frontier orbital gap (alpha / beta) = 7.942 / 7.190 eV
energy relative to the best compared isomer or geometry (same formula, charge and spin) = 11.49 kcal per mole
LUMO level (alpha / beta) = 0.473 / -2.806 eV
total energy = -40525.8608 eV


[17]
A structure of composition C3H3Cl3IN in a non-equilibrium geometry. Source: the OMol25 dataset; level of theory: ωB97M-V with the def2-TZVPD basis set.

```
11
Properties=species:S:1:pos:R:3:nbo_charge:R:1
C 0.240 -0.985 1.417 -0.3158
C -1.109 0.940 -1.837 -0.4490
C 1.518 -0.822 1.739 -0.2038
N -0.324 1.427 -0.724 -0.7954
Cl 2.670 -2.034 1.770 0.0993
Cl 2.093 0.626 2.306 0.0983
Cl -0.244 -2.492 0.743 0.0522
I -0.948 0.824 1.052 0.9663
H -0.674 1.447 -2.575 0.2114
H -2.166 1.192 -1.702 0.1667
H -1.056 -0.124 -2.189 0.1699
```

Values from the calculation:
frontier orbital gap = 7.965 eV
energy relative to the best compared isomer or geometry (same formula, charge and spin) = 36.39 kcal per mole
LUMO level = -0.416 eV
total energy = -50312.4915 eV


[18]
A cluster of 2 separate species, C3H3Cl4O2P in total in a non-equilibrium geometry. Source: the OMol25 dataset; level of theory: ωB97M-V with the def2-TZVPD basis set.

```
13
Properties=species:S:1:pos:R:3:nbo_charge:R:1
C 0.038 0.167 0.698 0.5961
C 2.277 -0.774 0.791 -0.2714
C -0.671 1.370 0.905 -0.0391
O -0.381 -0.710 -0.032 -0.6224
O 1.254 0.283 1.158 -0.4902
P -2.122 0.501 -1.276 0.8789
Cl -3.446 1.269 -2.681 -0.2986
Cl -1.536 1.776 2.290 0.1417
Cl -0.541 0.776 -2.396 -0.2469
Cl -2.491 -1.533 -1.545 -0.2797
H 1.954 -1.104 -0.198 0.2192
H 2.426 -1.722 1.405 0.2054
H 3.239 -0.299 0.881 0.2068
```

Values from the calculation:
frontier orbital gap (alpha / beta) = 7.456 / 7.456 eV
LUMO level (alpha / beta) = -1.581 / -1.581 eV
total energy = -66630.9241 eV


[19]
The molecule C3H3ClF2 in a non-equilibrium geometry. Source: the OMol25 dataset; level of theory: ωB97M-V with the def2-TZVPD basis set.

```
9
Properties=species:S:1:pos:R:3:nbo_charge:R:1
F 0.552 -0.239 -1.853 -0.3260
C 0.656 -0.203 -0.498 0.1392
C -0.546 -0.686 0.269 0.1638
F -1.659 -0.715 -0.447 -0.3188
C -0.078 0.793 0.259 -0.2681
Cl 0.890 1.713 1.505 -0.0527
H 1.591 -0.580 -0.128 0.2007
H -0.483 -1.469 1.015 0.1944
H -0.923 1.386 -0.121 0.2675
```

Values from the calculation:
frontier orbital gap = 11.419 eV
energy relative to the best compared isomer or geometry (same formula, charge and spin) = 32.04 kcal per mole
LUMO level = 0.934 eV
total energy = -21115.1667 eV


[20]
The molecule C3H3ClF2 in a non-equilibrium geometry. Source: the OMol25 dataset; level of theory: ωB97M-V with the def2-TZVPD basis set.

```
9
Properties=species:S:1:pos:R:3:nbo_charge:R:1
F -1.923 -1.014 -0.161 -0.3382
C -0.681 -0.719 0.554 0.1262
C -0.374 0.761 0.268 0.1182
F -1.620 1.300 -0.159 -0.3491
C 0.325 -0.369 -0.415 -0.2471
Cl 2.152 -0.001 -0.014 -0.0528
H -0.581 -1.315 1.473 0.2131
H 0.155 1.674 0.686 0.2453
H 0.106 -0.956 -1.490 0.2845
```

Values from the calculation:
frontier orbital gap = 10.873 eV
energy relative to the best compared isomer or geometry (same formula, charge and spin) = 67.03 kcal per mole
LUMO level = 0.020 eV
total energy = -21113.6496 eV